No. 1
Formula: C23H36AsIrO
Source: the Open Molecules 2025 dataset
Level of theory: ωB97M-V/def2-TZVPD

Last column: Löwdin charge in e.
Element x y z (Å)
Ir (0.269, -0.724, -0.184)  0.826
C (-3.103, -3.348, -1.121)  -0.038
C (-2.897, -2.117, -0.287)  -0.283
C (-3.010, -0.855, -0.863)  -0.032
C (-2.864, 0.302, -0.106)  -0.284
C (-3.018, 1.660, -0.736)  -0.038
C (-2.588, 0.174, 1.253)  -0.066
C (-2.422, -1.070, 1.846)  -0.294
C (-2.046, -1.182, 3.296)  -0.050
C (-2.589, -2.208, 1.064)  -0.032
H (-2.207, -3.549, -1.707)  0.051
H (-3.936, -3.218, -1.813)  0.081
H (-3.309, -4.219, -0.498)  0.079
H (-3.252, -0.774, -1.918)  0.125
H (-2.138, 1.918, -1.329)  0.066
H (-3.138, 2.434, 0.021)  0.076
H (-3.884, 1.690, -1.399)  0.083
H (-2.506, 1.070, 1.861)  0.113
H (-0.959, -1.256, 3.398)  0.073
H (-2.483, -2.069, 3.755)  0.076
H (-2.372, -0.308, 3.861)  0.076
H (-2.489, -3.187, 1.521)  0.118
C (0.302, -3.423, -2.191)  -0.300
O (-0.021, -2.369, -1.373)  -0.546
H (-0.187, -4.360, -1.874)  0.066
H (1.385, -3.639, -2.231)  0.054
H (-0.015, -3.237, -3.228)  0.077
C (2.644, 1.701, -0.456)  -0.083
C (1.402, 2.093, 0.347)  -0.567
C (1.861, 2.706, 1.676)  -0.052
C (0.458, 0.929, 0.622)  -0.255
C (0.536, 3.072, -0.459)  -0.187
C (0.476, 2.981, -1.850)  -0.041
C (-0.333, 3.829, -2.590)  -0.083
C (-1.117, 4.781, -1.954)  -0.096
C (-1.082, 4.872, -0.572)  -0.087
C (-0.268, 4.024, 0.166)  -0.039
H (3.332, 1.146, 0.180)  0.041
H (3.170, 2.588, -0.815)  0.097
H (2.396, 1.064, -1.302)  0.055
H (2.502, 1.997, 2.204)  0.076
H (1.026, 2.938, 2.336)  0.071
H (2.435, 3.620, 1.508)  0.096
H (-0.253, 1.239, 1.409)  0.044
H (1.061, 2.232, -2.367)  0.106
H (-0.356, 3.738, -3.669)  0.104
H (-1.751, 5.442, -2.531)  0.101
H (-1.692, 5.605, -0.059)  0.103
H (-0.263, 4.119, 1.244)  0.104
C (3.600, -1.109, 1.794)  -0.263
As (2.230, -1.688, 0.553)  1.000
C (1.958, -3.548, 1.045)  -0.263
C (3.389, -1.926, -1.015)  -0.272
H (4.443, -1.778, 1.633)  0.038
H (3.262, -1.178, 2.827)  0.034
H (3.896, -0.085, 1.587)  0.004
H (2.810, -4.139, 0.713)  0.031
H (1.046, -3.881, 0.558)  0.014
H (1.852, -3.640, 2.126)  0.029
H (3.936, -2.867, -0.952)  0.029
H (4.105, -1.104, -1.052)  0.024
H (2.768, -1.907, -1.905)  0.010

Results
LUMO energy (alpha / beta)   0.0111 / 0.0111 Eh
Net charge   0
Calculated total energy   -90157.5024 eV
HOMO energy (alpha / beta)   -6.937 / -6.936 eV
Maximum force   1.332 eV/A
ΔE to the lowest compared entry with this formula, charge and spin   32.5 kJ/mol

---

No. 2
Formula: C4H5NO
Source: the Open Molecules 2025 dataset
Level of theory: ωB97M-V/def2-TZVPD

Last column: Löwdin charge in e.
Element x y z (Å)
C (-0.939, -0.277, 0.870)  -0.011
C (0.001, 0.669, 0.865)  -0.236
C (1.594, -0.873, -0.849)  -0.075
O (1.691, -1.912, -0.403)  0.042
C (-0.145, 1.852, 0.061)  -0.245
N (-0.266, 2.780, -0.622)  0.154
H (-1.860, -0.163, 0.306)  0.080
H (-0.368, -0.985, -1.392)  0.077
H (-0.786, -1.213, 1.397)  0.078
H (0.944, 0.551, 1.390)  0.103
H (0.135, -0.429, -1.622)  0.032

Results
LUMO energy   0.0027 Eh
Net charge   0
Calculated total energy   -7763.3043 eV
HOMO energy   -10.664 eV
Maximum force   2.365 eV/A
ΔE to the lowest compared entry with this formula, charge and spin   310.9 kJ/mol

---

No. 3
Formula: C4H12OS2
Source: the Open Molecules 2025 dataset
Level of theory: ωB97M-V/def2-TZVPD

Last column: Löwdin charge in e.
Element x y z (Å)
C (-1.216, 3.222, -1.170)  -0.102
C (-2.007, 3.285, 0.182)  -0.552
S (-1.128, 2.349, 1.525)  0.701
S (-1.470, 0.397, 1.014)  0.723
C (0.162, -0.386, 0.796)  -0.538
C (0.294, -1.908, 0.464)  -0.112
H (-0.425, 3.786, -0.579)  0.083
H (-1.700, 3.793, -1.979)  0.106
H (-0.985, 2.137, -1.092)  0.040
H (-3.041, 2.983, 0.152)  0.069
H (-1.949, 4.373, 0.574)  0.116
H (0.659, 0.276, 0.039)  0.091
H (0.609, -0.128, 1.809)  0.096
H (1.379, -2.178, 0.370)  0.100
H (-0.038, -2.043, -0.608)  0.094
H (-0.329, -2.499, 1.160)  0.085
H (3.739, -5.053, -0.563)  0.054
H (3.362, -6.539, -1.047)  0.047
O (4.083, -5.866, -1.047)  -0.102

Results
LUMO energy (alpha / beta)   -0.1613 / -0.2979 Eh
Net charge   +1
Multiplicity   2
Calculated total energy   -28050.8673 eV
HOMO energy (alpha / beta)   -13.310 / -13.310 eV
Maximum force   4.611 eV/A
ΔE to the lowest compared entry with this formula, charge and spin   166.0 kJ/mol

---

No. 4
Formula: C26H51NO2P2Re
Source: the Open Molecules 2025 dataset
Level of theory: ωB97M-V/def2-TZVPD

Last column: Löwdin charge in e.
Element x y z (Å)
Re (0.293, 0.025, -0.322)  0.900
C (2.215, -0.085, -0.807)  -0.201
O (3.355, -0.165, -1.097)  0.230
C (-1.646, 0.217, -0.080)  -0.250
O (-2.823, 0.342, 0.061)  0.194
P (0.177, 2.260, -1.126)  1.013
C (-0.219, 2.369, -2.962)  -0.519
H (-0.316, 3.451, -3.133)  0.098
C (-1.146, 3.386, -0.386)  -0.485
H (-2.029, 2.724, -0.374)  0.088
C (1.794, 3.225, -1.048)  -0.471
H (2.501, 2.530, -1.542)  0.101
C (1.512, -3.224, 1.078)  -0.477
P (0.052, -2.287, 0.336)  1.034
H (-0.723, -4.226, -0.905)  0.129
H (2.318, -2.987, 0.359)  0.108
C (-1.321, -3.043, 1.406)  -0.470
H (-0.979, -4.081, 1.528)  0.112
C (-0.839, 3.802, 1.053)  -0.080
H (-1.779, 4.129, 1.527)  0.118
H (-0.141, 4.651, 1.095)  0.092
H (-0.439, 2.979, 1.659)  0.042
C (-1.512, 4.620, -1.212)  -0.055
H (-0.677, 5.325, -1.304)  0.082
H (-2.324, 5.145, -0.691)  0.121
H (-1.884, 4.379, -2.213)  0.089
C (1.805, 4.538, -1.828)  -0.047
H (1.389, 4.460, -2.833)  0.082
H (2.852, 4.847, -1.948)  0.128
H (1.295, 5.345, -1.290)  0.093
C (2.311, 3.480, 0.372)  -0.072
H (3.367, 3.790, 0.306)  0.124
H (2.271, 2.584, 1.001)  0.036
H (1.761, 4.284, 0.880)  0.084
C (0.940, 1.862, -3.827)  -0.072
H (1.595, 2.689, -4.133)  0.101
H (0.554, 1.407, -4.745)  0.109
H (1.563, 1.113, -3.324)  0.057
C (-1.570, 1.739, -3.344)  -0.070
H (-1.540, 0.640, -3.287)  0.072
H (-1.785, 2.011, -4.389)  0.123
H (-2.397, 2.105, -2.718)  0.086
C (1.314, -4.747, 1.132)  -0.056
H (0.885, -5.182, 0.227)  0.083
H (0.705, -5.044, 1.996)  0.105
H (2.305, -5.199, 1.276)  0.127
C (1.969, -2.741, 2.458)  -0.068
H (1.196, -2.880, 3.225)  0.075
C (-1.278, -2.534, -2.108)  -0.103
H (2.278, -1.691, 2.454)  0.044
H (2.841, -3.342, 2.759)  0.124
C (1.058, -3.562, -1.963)  -0.072
H (-1.421, -1.478, -1.838)  -0.001
H (-0.946, -2.570, -3.155)  0.109
H (-2.290, -2.964, -2.034)  0.102
C (-0.255, -3.270, -1.221)  -0.504
H (0.830, -3.897, -2.982)  0.114
H (1.640, -4.347, -1.470)  0.085
H (1.662, -2.647, -2.019)  0.065
C (-2.691, -3.083, 0.734)  -0.066
H (-3.020, -2.079, 0.434)  0.069
H (-3.409, -3.468, 1.473)  0.117
H (-2.721, -3.755, -0.131)  0.085
C (-1.460, -2.441, 2.803)  -0.071
H (-1.741, -1.381, 2.753)  0.059
H (-0.562, -2.532, 3.423)  0.063
H (-2.272, -2.975, 3.320)  0.120
H (0.358, -0.840, -1.702)  0.048
H (-0.057, 0.165, -1.954)  0.048
C (1.650, 1.632, 5.703)  0.036
C (1.251, 1.217, 4.339)  -0.166
C (2.253, 0.986, 3.417)  0.133
C (1.921, 0.584, 2.148)  -0.072
N (0.624, 0.497, 1.759)  -0.086
C (-0.365, 0.737, 2.653)  -0.040
C (-0.077, 1.080, 3.954)  0.116
H (2.247, 0.841, 6.176)  0.138
H (2.279, 2.532, 5.638)  0.137
H (0.762, 1.837, 6.300)  0.115
H (3.308, 1.110, 3.679)  0.188
H (2.715, 0.337, 1.428)  0.124
H (-1.400, 0.664, 2.315)  0.126
H (-0.883, 1.261, 4.657)  0.171

Results
LUMO energy (alpha / beta)   -0.4897 / -0.6580 Eh
Net charge   +4
Multiplicity   4
Calculated total energy   -54035.6562 eV
HOMO energy (alpha / beta)   -21.777 / -21.718 eV
Maximum force   8.976 eV/A
ΔE to the lowest compared entry with this formula, charge and spin   19.1 kJ/mol